(1)
Density functional theory data (the ωB97M-V functional and the def2-TZVPD basis) for a 13-piece molecular cluster, C52H135N5O20 overall.

Geometry as XYZ:
```
212
Properties=species:S:1:pos:R:3
O -1.76 4.31 1.04
O -0.53 -7.90 -0.76
O 1.90 -5.00 5.81
O 2.15 4.99 1.80
O 5.12 -1.56 -0.79
O 6.00 0.97 0.31
O 0.03 -2.02 1.36
O 0.33 -2.23 -8.12
O 1.69 2.69 -4.00
O -1.05 4.63 -2.78
O -1.35 3.56 3.94
O 0.08 0.84 -5.61
O -5.79 8.97 -2.07
O -4.25 -3.61 1.51
O 2.46 -0.88 -1.76
O 2.17 2.26 -0.46
O -5.73 1.85 -0.84
O -1.53 -3.05 -3.99
O 3.20 -3.67 3.67
O 3.47 -1.56 5.09
N -0.33 1.20 -0.28
N 5.65 0.79 3.36
N 0.81 -3.13 -5.58
N -5.11 -0.79 0.26
N -1.14 1.75 -3.22
C 2.91 -2.14 -1.18
C 4.25 -4.58 3.65
C -5.10 7.72 -2.02
C 0.78 -6.70 7.14
C -0.10 5.62 -3.13
C 5.05 1.70 1.02
C 0.34 -1.75 -9.46
C -3.01 -2.96 1.63
C 4.00 -1.91 -0.13
C -0.84 -6.69 -0.14
C 5.61 -3.91 3.77
C -1.48 0.49 -3.84
C 0.17 -5.56 -0.30
C -3.17 3.71 5.60
C 0.04 -0.59 1.43
C -5.40 -2.85 1.66
C 1.90 -2.49 -6.38
C -1.17 1.99 0.62
C 2.20 -1.00 5.43
C -1.25 3.45 0.09
C 5.49 1.95 2.48
C 0.81 -2.65 -4.23
C -2.30 1.44 4.73
C -2.59 2.88 4.42
C -5.70 -2.04 0.48
C -2.24 2.69 -3.52
C -1.59 5.65 0.79
C 1.72 3.05 3.23
C -3.67 7.86 -1.89
C -0.44 -0.21 0.06
C 0.25 -2.66 2.63
C 0.35 1.22 -6.93
C -2.58 -3.31 -3.11
C -5.63 7.03 -0.84
C 1.15 5.43 3.91
C -4.72 1.02 -1.42
C 4.45 0.02 3.61
C -5.54 3.23 -1.01
C 1.25 4.41 2.79
C 2.16 1.94 -2.91
C 4.57 -0.62 4.95
C -0.26 -3.36 -3.43
C 0.00 -6.22 4.84
C 1.18 -6.23 5.76
C 2.19 2.91 -1.70
C -5.13 -0.41 -1.13
C 4.06 -5.40 2.35
C -1.21 -6.95 1.32
C -1.29 0.46 -5.36
C 1.61 -2.72 -7.84
C 5.70 1.21 -1.09
C -1.70 4.08 -3.88
H 1.59 -1.85 5.69
H -3.20 8.53 -2.53
H -1.95 1.21 -5.86
H -3.28 8.07 -0.83
H -3.19 2.94 3.56
H 6.43 2.50 2.49
H 0.84 4.97 4.84
H 2.39 -0.23 -1.02
H -0.52 5.87 0.66
H 4.83 -6.19 2.32
H 2.30 4.27 1.17
H -2.39 3.86 6.36
H 0.48 -7.79 7.08
H 3.16 1.58 -3.04
H 0.04 -6.09 7.52
H 4.95 2.73 0.65
H -1.75 1.01 3.82
H -2.23 -3.67 1.78
H 4.12 -4.76 1.46
H -4.65 3.69 -0.48
H -1.68 1.20 5.60
H -0.70 -1.69 -9.80
H -0.07 -2.90 -6.07
H 0.31 6.08 3.60
H 5.92 0.35 -1.70
H 4.04 1.21 1.01
H 0.69 -0.69 -9.47
H -5.36 7.10 -2.93
H -6.45 3.61 -0.57
H 1.05 -0.18 1.66
H 4.64 1.36 -1.24
H -5.11 6.09 -0.72
H 6.34 0.13 3.00
H -1.27 3.61 2.96
H 1.57 2.00 -4.64
H -1.83 3.47 -0.82
H -2.88 -2.35 0.74
H 4.16 -2.82 0.45
H -5.53 3.57 -2.03
H 1.88 2.41 2.35
H -0.35 2.18 -3.67
H 3.09 -5.88 2.40
H -0.73 1.92 1.65
H -6.06 -0.61 -1.65
H 1.68 -6.72 7.77
H 1.69 0.98 -2.72
H 3.73 -1.14 0.60
H -2.81 2.25 -4.36
H -0.75 -5.55 5.24
H 0.18 -8.33 -0.33
H -2.55 0.33 -3.59
H -2.21 1.49 0.76
H -0.17 -3.16 -2.39
H 1.09 -2.26 3.17
H 2.17 -4.70 4.91
H -0.21 6.05 -4.17
H -3.01 -2.24 2.50
H -0.21 -4.62 0.13
H -0.37 -7.50 1.85
H -2.09 5.98 -0.18
H 4.83 2.66 3.08
H 3.35 -2.61 -2.09
H -3.64 4.63 5.26
H 4.31 -0.76 2.86
H -5.29 -2.32 2.65
H 0.97 5.28 -3.11
H 4.13 -5.38 4.49
H -0.41 1.93 -7.22
H -0.94 -0.35 -3.36
H 0.29 4.31 2.30
H 5.68 -0.95 -0.28
H -6.68 6.72 -0.99
H -5.43 -2.68 -0.34
H -1.44 -0.59 -0.02
H 2.13 5.94 4.12
H 6.39 -4.62 3.64
H -0.55 -0.19 2.23
H 1.70 -0.50 4.59
H -2.91 2.72 -2.71
H 2.92 -2.93 -6.26
H 3.64 0.77 3.63
H 2.05 -2.64 -0.71
H -2.06 6.23 1.58
H 6.23 2.12 -1.42
H -0.62 1.35 -1.27
H -3.68 1.25 -1.04
H 1.94 -6.89 5.31
H 2.36 -0.34 6.32
H -4.46 -1.16 -1.57
H 0.90 -2.32 -10.15
H 0.17 -0.81 -0.64
H -0.31 -7.28 4.72
H -3.51 -2.83 -3.45
H 2.61 3.09 3.81
H -3.22 6.93 -2.13
H 0.31 -5.88 3.85
H 1.66 -3.79 -8.02
H 0.39 -5.31 -1.30
H -2.07 -7.60 1.52
H -6.18 -3.55 1.72
H -0.16 6.48 -2.46
H 3.08 3.53 -1.83
H -4.63 1.13 -2.52
H 2.38 -2.19 -8.36
H -2.51 4.72 -4.26
H 1.97 -1.44 -6.18
H 0.96 2.57 3.88
H -6.81 -1.92 0.48
H 5.52 -1.23 4.99
H -2.79 -4.38 -2.97
H -0.19 3.74 -0.12
H -1.29 -6.09 2.01
H -0.99 3.91 -4.73
H 1.14 -5.80 0.20
H -3.88 3.07 6.13
H -0.64 -2.54 3.28
H 5.76 -3.50 4.74
H 1.22 1.95 -0.30
H -3.25 0.90 4.70
H -5.50 7.66 0.08
H -0.12 -4.44 -3.50
H -2.34 -2.93 -2.08
H 1.78 -2.94 -3.82
H -1.73 -6.34 -0.63
H 3.30 -3.09 4.44
H -5.45 0.00 0.78
H -5.64 9.46 -2.87
H 0.66 -1.53 -4.18
H 1.39 1.52 -7.01
H 4.52 0.06 5.82
H 1.36 3.54 -1.88
H 0.56 -3.70 2.44
H 0.18 0.36 -7.59
H 5.73 -3.08 3.03
H -1.55 -0.52 -5.69
```

LUMO energy = 0.41 eV
max |F| = 3.37 eV/A

(2)
Density functional theory data (the ωB97M-V functional and the def2-TZVPD basis) for a 12-piece molecular cluster, C52H135N7O24 overall.

Geometry as XYZ:
```
218
Properties=species:S:1:pos:R:3
O 10.00 6.02 1.15
O 1.76 2.06 3.46
O -4.11 2.10 2.32
O 7.44 -2.26 0.39
O -5.07 -1.90 7.08
O -6.90 1.97 -3.88
O 2.78 3.47 -7.94
O 0.70 -3.90 -0.10
O -3.84 -0.16 -1.82
O -0.69 3.53 0.45
O -3.31 -5.41 -8.57
O -3.46 -3.35 1.45
O -0.14 -1.15 -0.02
O -1.14 -2.87 -4.04
O 4.86 -1.27 1.60
O -0.52 -1.80 4.85
O 3.04 -5.75 0.12
O 5.37 2.75 0.98
O 3.63 0.11 -2.47
O 2.21 -1.88 1.45
O 1.59 -5.61 2.46
O 1.80 -0.39 5.94
O -1.35 6.45 3.92
O -0.73 1.00 4.62
N -4.01 0.10 4.21
N -1.96 6.11 0.96
N -0.96 -6.09 1.28
N -4.07 1.69 -3.90
N 7.55 4.77 1.61
N 3.61 1.50 -5.91
N -3.16 -4.24 -5.70
C 9.57 5.86 2.50
C -1.27 6.08 5.27
C -4.68 -3.76 2.08
C -3.62 -0.29 2.85
C -2.63 4.79 0.93
C -5.21 -1.74 8.46
C -2.67 6.47 3.41
C -2.38 -4.14 1.90
C 1.29 -4.57 -1.18
C 0.89 -6.82 2.65
C 1.44 -0.73 1.80
C 4.42 1.92 0.39
C -2.57 6.97 1.95
C -8.25 2.07 -4.27
C 0.40 -2.36 5.77
C 1.77 -4.86 3.65
C 1.84 2.77 -7.16
C 6.18 -2.97 0.49
C -0.61 -6.56 2.61
C 2.48 2.44 -5.82
C -2.85 1.59 -3.11
C -4.71 2.99 -3.78
C 11.39 5.90 1.04
C 5.48 -2.57 1.76
C -1.04 -2.94 -5.44
C -2.48 -6.52 -8.71
C 2.65 -0.14 -1.48
C -1.95 3.87 -0.06
C -5.41 2.03 1.74
C -4.32 -5.44 -7.57
C -2.28 -5.49 1.18
C 2.38 3.72 -9.26
C 4.12 1.04 -4.60
C -0.50 2.29 4.07
C -3.30 0.99 2.06
C 8.04 5.86 2.44
C -4.57 -0.74 6.43
C -3.90 -1.51 -1.43
C -0.02 -0.79 1.36
C -0.06 -2.17 -3.45
C -1.74 -4.17 -5.97
C 6.15 5.01 1.24
C -2.67 0.22 -2.48
C 1.79 -1.77 5.57
C 3.01 0.66 -3.62
C 0.02 2.47 -0.10
C 5.62 3.96 0.30
C 2.78 -4.78 -0.89
C -4.36 -1.12 4.98
C -3.78 -5.49 -6.14
C -6.07 2.95 -4.48
C 0.95 2.67 4.45
H -5.32 1.75 0.68
H -2.02 7.92 2.02
H 8.09 4.86 0.76
H 1.88 0.16 1.32
H -4.49 -0.68 2.30
H 7.80 6.87 2.07
H 4.76 1.37 -0.49
H 7.68 5.81 3.47
H 1.61 1.80 -7.62
H -4.65 -5.70 -5.52
H 1.15 -3.07 0.10
H -0.62 1.59 -0.27
H 0.92 -5.60 -1.24
H -3.05 -6.30 -6.06
H 7.18 -1.33 0.32
H 3.20 -0.44 -0.60
H -4.65 -1.64 -0.65
H -3.25 7.22 3.96
H 4.70 4.37 -0.16
H -5.31 -1.46 4.55
H 4.32 2.13 -6.26
H -4.85 3.25 -2.73
H 3.44 2.39 0.26
H 2.03 0.73 -1.22
H 4.78 1.81 -4.20
H -2.28 1.27 2.36
H -1.02 5.84 1.24
H -4.83 0.69 4.17
H -4.90 -4.53 -7.73
H -0.47 -0.83 4.86
H -4.15 -2.14 -2.29
H -1.83 4.36 -1.04
H 1.22 -7.34 3.55
H -2.52 -5.31 0.13
H -3.57 7.23 1.60
H -2.53 4.28 1.90
H -3.71 4.87 0.79
H -3.24 0.79 0.98
H 2.03 -1.86 4.50
H 1.09 -7.49 1.81
H 1.07 3.75 4.45
H -0.33 -5.39 0.90
H 2.40 1.52 -3.34
H 0.94 3.36 -6.98
H 2.35 -5.39 4.41
H -3.77 -3.49 -5.97
H -0.07 -2.38 -2.38
H 1.12 2.26 5.45
H -1.19 3.07 4.39
H -5.90 -0.91 8.67
H -0.52 2.27 2.97
H 1.90 -0.90 -1.74
H -5.02 -6.25 -7.80
H -0.12 -1.11 -3.70
H 4.08 1.19 1.14
H -2.79 -0.99 2.78
H -5.96 2.97 1.77
H 6.07 -2.48 2.67
H -1.98 1.72 -3.77
H -8.77 1.27 -3.75
H -5.26 0.11 6.54
H 0.37 -3.44 5.78
H -1.47 -3.62 1.60
H 1.70 1.94 -5.24
H 11.67 5.84 -0.01
H 3.15 -1.60 1.47
H 0.45 2.78 -1.07
H -1.20 -5.08 -5.70
H -2.40 -0.50 -3.26
H -5.52 -2.66 8.94
H -6.02 2.72 -5.55
H -3.60 -1.89 4.94
H 11.79 5.02 1.55
H 3.26 3.83 -9.90
H 1.33 -4.07 -2.16
H -2.93 -1.81 -1.02
H 6.28 3.74 -0.55
H 5.59 -2.73 -0.40
H -6.52 3.95 -4.38
H -4.28 -1.48 8.99
H -8.64 3.07 -4.08
H -1.61 -6.32 -9.33
H 1.89 2.82 -9.67
H 0.02 -2.09 6.77
H -0.43 0.21 1.55
H -0.88 -1.77 -0.07
H -1.68 0.81 4.53
H -4.82 -4.83 1.99
H -4.16 3.79 -4.28
H 1.69 4.56 -9.38
H -1.24 -7.45 2.74
H -5.47 -3.18 1.61
H -0.03 -3.03 -5.86
H 5.47 5.17 2.09
H 2.61 -2.24 6.10
H -2.14 -6.90 -7.74
H -0.89 -5.85 3.40
H -3.01 -7.36 -9.18
H -8.36 1.83 -5.34
H -4.71 0.97 -3.58
H 2.47 -5.61 0.92
H 11.95 6.77 1.41
H 4.69 0.13 -4.78
H -2.05 5.35 5.52
H -3.02 -6.20 1.58
H -0.64 -1.49 1.94
H 0.88 -2.59 -3.82
H -4.64 -3.44 3.13
H -2.32 -4.22 2.99
H 0.77 -4.67 4.05
H -1.81 0.32 -1.81
H 1.55 -0.61 2.87
H -0.37 5.51 5.51
H 6.42 -4.03 0.50
H -5.92 1.23 2.28
H 5.37 -0.63 2.11
H -2.55 2.96 -0.20
H -3.13 5.49 3.51
H 1.29 0.10 5.29
H 2.73 3.33 -5.22
H 4.67 -3.29 1.93
H 3.30 -5.11 -1.80
H 9.98 4.94 2.91
H 9.86 6.69 3.15
H -1.43 -2.05 -5.95
H 0.86 2.20 0.55
H -1.31 6.95 5.94
H -1.64 -4.10 -7.07
H 2.68 2.33 3.62
H -2.78 2.42 -2.40
H 2.34 -0.06 -4.11
H 2.29 -3.94 3.40
H 3.27 -3.86 -0.54
H 6.09 6.01 0.77
H -3.61 -0.52 6.91
```

energy relative to the best compared isomer or geometry (same formula, charge and spin) = 6.7 kcal/mol
SMILES string = COCCNCCOC.COCCNCCOC.COCCNCCOC.COCCNCCOC.COCCNCCOC.COCCNCCOC.COCCNCCOC.OCCO.OCCO.OCCO.OCCO.OCCO
LUMO energy = 0.46 eV
max |F| = 2.76 eV/A

Number 1: HOMO-LUMO gap 9.0752 eV, HOMO -8.7 eV. Number 2: HOMO-LUMO gap 8.5852 eV, HOMO -8.1 eV.